[1]
C3H4FO2Si | wB97M-V/def2-TZVPD

The geometry in XYZ format:
```
11
C3H4FO2Si, DFT wB97M-V/def2-TZVPD
C -1.53 1.65 0.98
C -1.36 0.41 0.57
C -0.67 -0.28 -0.41
O -1.19 -0.93 -1.27
O 0.79 -0.77 -0.08
F 3.51 -0.93 0.30
Si 2.21 -1.13 -0.72
H -1.20 2.60 0.62
H -2.35 1.92 1.66
H 2.59 -2.59 -1.13
H 2.67 -0.01 -1.82
```

Strongest force on any atom, Eh/bohr: 0.0416
Net charge: -1
Gap between HOMO and LUMO, eV: 7.09
Relative energy (zero: lowest compared OMol25 entry of this formula, charge and spin), eV: 1.618
Electronic energy, Eh: -656.59694
Structure (SMILES): C=C=C([O-])O[SiH2]F
Lowest unoccupied orbital energy, eV: 3.93

***

[2]
C29H61In2N3O5 | wB97M-V/def2-TZVPD

The geometry in XYZ format:
```
100
C29H61In2N3O5, DFT wB97M-V/def2-TZVPD
In 3.88 3.88 -10.58
In 5.72 4.40 -6.47
O 6.36 4.79 -9.19
C 7.53 4.31 -9.45
C 8.79 4.63 -8.33
O 8.55 4.54 -7.09
H 7.97 4.66 -10.40
H 7.48 3.24 -9.66
H 9.20 5.64 -8.47
H 9.52 3.88 -8.67
C 6.30 2.26 -13.24
C 6.05 3.27 -14.38
C 5.31 2.48 -15.48
C 4.76 3.36 -16.61
C 3.76 4.35 -16.03
C 4.35 5.18 -14.84
N 5.04 4.24 -13.91
O 5.59 4.93 -12.79
C 5.17 6.36 -15.41
C 3.19 5.77 -14.02
C 7.34 3.81 -14.97
H 5.36 1.80 -12.93
H 6.83 2.72 -12.40
H 6.92 1.44 -13.60
H 5.99 1.80 -16.01
H 4.52 1.86 -15.06
H 4.31 2.70 -17.35
H 5.58 3.91 -17.07
H 2.84 3.92 -15.66
H 3.60 5.16 -16.73
H 5.39 7.16 -14.70
H 6.15 6.07 -15.79
H 4.69 6.88 -16.24
H 2.59 5.00 -13.53
H 3.64 6.36 -13.21
H 2.49 6.44 -14.51
H 7.91 4.42 -14.25
H 7.11 4.38 -15.87
H 8.04 3.06 -15.34
H 6.48 5.15 -13.10
C 11.00 4.64 -11.36
C 12.11 4.97 -12.40
C 13.45 4.25 -12.12
C 13.44 2.79 -12.63
C 13.12 2.75 -14.11
C 11.75 3.38 -14.46
N 11.69 4.64 -13.77
O 10.72 5.44 -14.24
C 11.69 3.63 -15.98
C 10.65 2.41 -13.99
C 12.45 6.48 -12.18
H 10.01 4.43 -11.77
H 10.82 5.58 -10.84
H 11.32 3.97 -10.56
H 14.32 4.73 -12.57
H 13.53 4.23 -11.03
H 12.70 2.29 -11.99
H 14.35 2.37 -12.21
H 13.15 1.72 -14.45
H 13.84 3.37 -14.66
H 12.07 2.84 -16.63
H 10.73 4.01 -16.31
H 12.34 4.49 -16.18
H 10.75 2.16 -12.94
H 9.73 3.00 -14.02
H 10.50 1.54 -14.62
H 11.58 7.09 -12.45
H 13.41 6.77 -12.60
H 12.61 6.65 -11.12
H 10.97 6.35 -13.99
C 11.76 9.95 -7.19
C 11.95 8.71 -8.08
C 12.91 9.10 -9.22
C 14.39 8.86 -8.87
C 14.57 7.41 -8.44
C 13.73 7.10 -7.19
N 12.36 7.50 -7.36
O 11.53 7.06 -6.38
C 13.76 5.52 -7.11
C 14.41 7.63 -5.90
C 10.58 8.31 -8.76
H 10.89 9.71 -6.57
H 11.49 10.81 -7.80
H 12.65 10.13 -6.60
H 12.84 8.73 -10.25
H 12.98 10.18 -9.31
H 14.79 9.47 -8.06
H 14.99 9.16 -9.74
H 15.62 7.32 -8.17
H 14.32 6.72 -9.25
H 13.16 5.02 -7.87
H 14.81 5.25 -7.16
H 13.47 5.29 -6.08
H 14.17 8.70 -5.87
H 14.01 7.20 -4.98
H 15.50 7.63 -5.90
H 10.39 9.20 -9.35
H 9.81 8.22 -7.99
H 10.64 7.33 -9.25
H 10.85 6.55 -6.85
```

Strongest force on any atom, Eh/bohr: 0.1197
Net charge: +4
Gap between HOMO and LUMO, eV: 2.01
Electronic energy, Eh: -2060.36088
Lowest unoccupied orbital energy, eV: -15.20